This record from OMol25 describes C5H6N2 as an isolated structure. The level of theory is ωB97M-V/def2-TZVPD.

Geometry (Å):
N  1.33  -1.61  0.79
C  1.55  -0.43  0.75
C  1.06  0.79  0.42
C  0.40  0.76  -0.96
C  -0.95  0.18  -0.55
C  -1.08  -0.88  0.44
N  -0.98  0.32  0.96
H  1.22  1.68  1.00
H  0.96  0.17  -1.70
H  0.26  1.77  -1.34
H  -1.83  0.48  -1.11
H  0.14  -1.55  0.76
H  -1.83  -1.64  0.67

Values from the calculation:
Multiplicity: 1
Kohn-Sham gap in eV: 9.49
E_tot in eV: -8256.933
Energy above the lowest of the compared OMol25 structures with the same formula, charge and spin in kJ/mol: 523.5
Molecular weight in g mol⁻¹: 94.12
Net charge: 0
HOMO energy in eV: -9.22

Results of the Mulliken charge analysis, in e, for atoms 1 through 6: -0.68, 0.32, -0.41, -0.46, -0.33, 0.01